11
Properties=species:S:1:pos:R:3:forces:R:3:mulliken_charge:R:1 method="wB97M-V/def2-TZVPD" multiplicity=1 energy_ev=-7660.410 e_lumo_ev=0.74 homo_ev=-9.7 de_lowest_kcal_mol=47.2 gap_ev=10.40
N 2.12208 -0.25542 0.58968 0.01 0.01 -0.11 -0.44
C 1.03111 -0.43764 -0.17993 -0.17 -0.33 -0.23 0.16
C -0.20941 0.08719 -0.69802 -0.18 0.28 -0.04 0.13
N -2.35743 0.98103 -0.13438 0.17 -0.31 0.22 -0.59
C -1.44178 0.13993 0.12572 -0.06 0.15 -0.09 -0.14
N 0.43481 -1.29445 -0.88484 0.37 0.20 0.31 -0.57
H 2.86937 -0.92850 0.49378 -0.09 0.07 0.02 0.26
H 2.39850 0.68984 0.80205 -0.09 -0.11 -0.02 0.25
H -0.21509 0.76114 -1.55654 0.02 -0.11 0.12 0.34
H -3.14046 0.86381 0.51017 0.07 0.05 -0.07 0.26
H -1.49170 -0.60693 0.93230 -0.04 0.10 -0.11 0.34

62
Properties=species:S:1:pos:R:3:forces:R:3:mulliken_spin:R:1 method="wB97M-V/def2-TZVPD" s_squared=0.87 multiplicity=2 energy_ev=-64592.143 e_lumo_ev="-7.21 / -7.15" homo_ev="-13.8 / -13.6" de_lowest_kcal_mol=116.7 total_charge=+2 gap_ev="6.64 / 6.48"
P -0.15178 1.88940 2.21472 0.56 -0.60 -0.47 -0.02
P -0.71380 -2.30712 -0.63452 0.21 0.71 0.14 0.05
C 0.81051 0.53274 0.95961 1.41 2.04 0.80 -0.02
C 0.63822 -0.63500 -0.27051 -1.55 0.09 -1.22 0.21
H 1.61201 0.11881 1.60226 -0.97 0.24 0.13 0.01
H 1.35856 1.31160 0.39762 -0.54 -0.48 -0.02 -0.01
H 0.36786 0.00088 -1.13734 0.85 -0.14 0.34 -0.23
H 1.60625 -1.13850 -0.33698 -0.33 0.42 0.11 0.02
C 0.59168 -3.57071 -0.87933 0.34 -0.22 0.29 0.01
H 0.21468 -4.60211 -0.74065 -0.02 0.59 -0.08 0.00
H 1.43654 -3.42894 -0.19476 -0.23 -0.10 -0.10 0.00
H 0.95510 -3.46335 -1.90844 -0.02 -0.12 0.21 0.00
C -1.50960 -2.32353 -2.26092 -0.08 0.09 -0.17 -0.01
H -0.76535 -2.38586 -3.05578 -0.24 -0.11 -0.12 0.00
H -2.10330 -1.41533 -2.38606 -0.07 -0.20 -0.05 0.00
H -2.19599 -3.17654 -2.30311 0.17 -0.01 -0.04 0.00
C 1.24449 2.29659 3.28459 0.43 -0.16 0.47 0.00
H 0.95157 2.41696 4.33099 -0.07 0.03 -0.09 0.00
H 1.71772 3.23116 2.95024 -0.35 -0.20 -0.02 0.00
H 2.01608 1.51871 3.22506 -0.33 0.10 0.14 0.00
C -0.79039 3.51073 1.65907 -0.12 0.24 -0.47 0.00
H -1.28179 3.43269 0.67470 0.07 0.14 0.65 0.00
H 0.02982 4.24545 1.56816 -0.29 -0.45 0.00 0.00
H -1.52594 3.90585 2.39009 0.44 -0.38 -0.26 0.00
V -1.11448 -0.20282 0.47723 1.59 -2.41 1.24 1.08
C 0.11984 0.24290 -3.35731 0.60 -0.68 -0.22 0.00
C 1.23788 -0.27364 -2.83167 -0.14 0.14 -1.54 0.00
C 2.52711 0.46395 -2.62457 -0.02 -0.91 -0.21 0.00
C 2.45490 1.95070 -2.30519 0.76 0.92 -0.27 0.00
C 1.35973 2.39986 -1.37378 -0.06 1.14 0.17 0.01
C 0.04001 2.50993 -1.62651 1.17 1.03 -0.36 -0.01
C -0.43675 2.68600 -3.03927 -1.04 -0.32 -0.15 0.00
C -0.01876 1.57646 -4.00207 -0.21 0.24 -0.74 0.00
C -1.59477 1.04210 2.98332 -0.24 -0.23 0.30 -0.01
H -0.78271 -0.35315 -3.37521 0.20 -0.09 -0.24 0.00
H 1.32562 -1.34823 -2.62544 -0.41 0.39 0.14 0.00
H 3.11883 0.28400 -3.53338 0.18 0.25 0.26 0.00
H 3.06302 -0.05235 -1.81373 0.00 0.13 -0.20 0.00
H 3.40012 2.19146 -1.79875 -0.18 -0.02 -0.18 0.00
H 2.51447 2.54979 -3.22808 -0.41 -0.15 0.22 0.00
H 1.80582 2.90538 -0.49601 -0.66 -0.85 0.18 0.00
H -0.68080 2.82229 -0.86304 0.56 0.10 -0.21 0.01
H -0.10928 3.66594 -3.43583 -0.08 -0.37 0.37 0.00
H -1.53421 2.72495 -3.00991 0.17 0.06 -0.13 0.00
H -0.81902 1.47889 -4.74414 0.17 0.05 0.00 0.00
H 0.86122 1.84803 -4.59569 0.00 -0.10 0.37 0.00
H -2.12006 0.29296 2.31104 0.51 0.71 0.83 0.01
H -2.35433 1.79795 3.25920 0.38 -0.26 -0.29 0.00
H -1.32959 0.50853 3.92191 0.02 0.15 -0.77 0.00
C -2.55927 -2.27856 1.97745 -0.77 -0.93 0.71 0.03
C -1.24352 -2.24356 2.77999 0.19 -0.60 -0.30 -0.01
C -0.69781 -3.65730 3.08586 -0.06 -0.26 0.17 0.00
C -0.16315 -1.51602 1.99406 -0.11 -0.26 0.49 -0.13
H -2.61473 -3.16123 1.29353 -0.02 0.92 0.46 0.00
H -2.75579 -1.34732 1.37068 -0.20 -0.60 0.30 -0.01
H -3.38942 -2.35710 2.70995 0.18 0.06 -0.64 0.00
H -1.45603 -1.74407 3.73282 0.15 0.03 -0.16 0.00
H -0.52011 -4.18632 2.13121 -0.08 0.15 0.34 0.00
H 0.27232 -3.60269 3.61938 -0.50 0.10 -0.28 0.00
H -1.35695 -4.28925 3.70051 0.04 0.31 -0.22 0.00
H 0.53993 -1.01809 2.67482 -0.42 0.04 0.12 0.00
H 0.49757 -2.27499 1.50793 -0.50 0.58 0.28 0.02

16
Properties=species:S:1:pos:R:3:forces:R:3:mulliken_charge:R:1 method="wB97M-V/def2-TZVPD" multiplicity=1 energy_ev=-28464.358 e_lumo_ev=0.37 homo_ev=-8.5 de_lowest_kcal_mol=24.9 gap_ev=8.89
N 0.21018 -0.51764 -1.41027 -0.74 0.59 0.83 -0.55
C 0.41632 0.36133 -0.24876 0.07 -0.39 0.55 0.33
C 1.50410 -0.19336 0.64698 1.81 -0.92 -0.14 -0.76
O 2.74167 -0.62171 0.01750 -0.88 0.13 -0.34 -0.50
C -0.75615 0.59096 0.75658 -0.01 0.46 -1.22 -0.97
S -2.20212 1.44289 -0.00952 0.51 -0.08 1.09 -0.02
S -3.24971 -0.08187 -0.85527 -0.40 -0.78 -0.93 -0.23
H -0.66792 -0.16873 -1.79435 0.13 -0.38 -0.44 0.27
H 0.00834 -1.45739 -1.07444 0.06 -0.03 -0.11 0.28
H 0.66183 1.33313 -0.67392 0.20 0.22 0.17 0.28
H 1.10468 -1.10706 1.12130 0.20 0.33 0.00 0.34
H 1.89234 0.48079 1.40790 -0.93 0.39 0.35 0.36
H 2.94006 0.03245 -0.66183 0.08 -0.14 -0.07 0.31
H -1.07437 -0.32279 1.28332 0.04 0.35 -0.24 0.33
H -0.40043 1.33180 1.47694 -0.12 -0.15 0.17 0.37
H -3.12881 -1.10281 0.01784 -0.03 0.42 0.33 0.15

99
Properties=species:S:1:pos:R:3:forces:R:3:mulliken_charge:R:1 method="wB97M-V/def2-TZVPD" multiplicity=1 energy_ev=-57033.074 e_lumo_ev=-1.54 homo_ev=-12.1 de_lowest_kcal_mol=12.3 total_charge=+1 gap_ev=10.59
N 25.37900 19.86200 7.65500 -1.02 1.15 0.11 0.10
H 25.97300 19.32600 8.27300 -0.69 -1.61 0.46 0.33
H 24.81000 20.46900 8.34100 0.58 -1.04 -1.36 -0.07
H 24.76800 19.38300 6.87000 1.71 0.95 2.08 0.09
H 26.15700 20.43900 7.32100 -0.78 0.82 -0.99 0.36
O 25.71900 22.29400 5.70600 -0.48 0.59 1.28 -0.56
C 25.01700 23.23400 5.37500 2.13 -2.35 -2.76 0.93
O 24.33500 24.06200 6.06700 -1.00 2.21 2.25 -0.36
C 24.42500 24.06100 7.50100 -3.65 -0.52 1.22 0.02
C 23.54400 25.22800 8.13000 -1.18 -3.40 -2.54 -1.37
C 24.78600 23.54000 3.92700 3.77 -9.19 0.70 -1.63
H 25.39400 23.91100 7.82900 2.18 0.35 0.46 0.64
H 23.88800 23.16200 7.82800 0.27 -0.19 -0.02 -0.04
H 23.41100 25.24300 9.16000 0.92 -0.36 2.19 0.35
H 22.45300 24.88200 7.90000 1.72 1.48 -0.51 0.19
H 23.90800 26.15200 7.80700 -0.23 1.62 -0.77 0.49
H 23.81500 23.31300 3.80800 -3.41 -1.27 -1.34 0.37
H 25.57700 23.10100 3.19900 -1.78 -0.03 1.45 0.23
H 24.86700 24.43100 3.79500 0.76 10.83 -1.40 0.76
O 23.93300 21.33900 10.53500 -5.94 -1.35 2.32 -0.02
C 22.80500 20.87100 11.08800 5.92 2.56 -1.88 0.33
O 21.72600 21.54700 11.43200 -0.22 1.17 -1.38 -0.33
C 21.59500 22.96900 11.09600 -3.78 0.70 -0.24 0.27
C 20.25100 23.49100 11.80300 0.18 -1.49 -5.85 -1.68
C 22.68500 19.48900 11.48200 3.28 -4.16 -0.42 -0.71
H 21.17400 23.27700 10.03800 2.24 -1.46 1.23 -0.05
H 22.49400 23.43600 11.45500 0.20 0.53 -0.30 0.34
H 20.28800 24.50900 11.91600 0.17 2.91 -0.74 0.51
H 20.13900 23.27600 12.73500 -0.45 -2.46 5.92 0.59
H 19.26000 23.20000 11.25100 2.10 0.44 0.78 0.25
H 21.74700 19.09600 11.07900 0.32 -0.32 0.22 0.26
H 22.82200 19.21800 12.54100 -0.81 0.96 0.01 0.45
H 23.70200 18.82900 11.13700 -3.05 2.01 0.09 -0.01
O 24.86400 18.33000 4.60900 -0.25 -0.77 -1.01 -0.61
C 23.95600 18.45500 3.80000 -0.51 2.26 2.03 0.49
O 23.58500 17.64000 2.83200 0.66 0.02 0.43 -0.30
C 24.35700 16.43900 2.74500 -0.02 -0.92 -1.15 -0.14
C 23.89500 15.77500 1.45200 -3.65 -2.54 2.58 -1.24
C 22.95100 19.59600 3.98300 -0.87 1.95 -1.69 -0.04
H 24.35400 15.90800 3.68500 -0.87 -0.55 0.16 0.28
H 25.38800 16.64000 2.65600 1.33 0.89 -0.29 0.33
H 22.73300 15.61100 1.49700 1.92 0.34 0.15 0.25
H 24.23700 14.76800 1.19400 0.58 0.38 0.40 0.39
H 23.99100 16.41000 0.66600 0.77 1.89 -2.32 0.35
H 23.22000 20.49900 4.67500 0.15 -2.00 -1.41 -0.39
H 22.08900 19.12100 4.47000 -0.05 0.14 -0.23 0.20
H 22.57600 20.01000 2.91000 0.85 -1.01 2.58 0.36
O 26.28500 18.82400 10.85300 0.61 1.42 0.07 -0.57
C 27.15000 19.44300 11.47800 -1.65 -3.54 -0.75 0.94
O 28.41300 19.13800 11.31300 1.44 2.04 1.72 -0.28
C 28.89600 18.33800 10.31300 1.60 -2.34 0.97 -0.17
C 30.40900 18.03200 10.41800 -1.28 2.50 6.73 -1.40
C 26.88200 20.24300 12.66800 0.07 2.23 2.78 -1.05
H 28.71900 18.74300 9.39400 -0.35 1.68 -2.65 0.27
H 28.40000 17.40800 10.24100 -1.00 -1.18 0.51 0.46
H 30.82400 17.60800 11.50500 -1.59 0.45 -2.98 0.24
H 30.87700 18.99300 10.43700 0.83 0.51 -0.77 0.30
H 30.54700 17.45200 9.63000 1.65 -2.63 -3.33 0.49
H 27.14400 21.33800 12.58000 0.34 -1.23 -0.02 0.15
H 27.25200 19.85800 13.69200 0.29 0.35 -2.03 0.36
H 25.83800 20.29400 12.88400 -0.99 -0.21 -0.51 0.22
O 22.31300 21.07700 6.85400 0.00 -0.41 0.53 -0.25
C 21.30200 21.72500 6.77800 -1.06 -0.35 1.34 0.74
O 20.17300 21.53800 7.51900 0.09 3.04 -2.34 -0.42
C 19.90400 20.55200 8.43200 2.78 -1.98 -1.89 0.09
C 19.16300 19.44400 7.75600 -2.13 0.22 5.25 -1.60
C 21.17000 22.86900 5.80800 0.49 -0.08 3.91 -0.78
H 19.37600 20.89500 9.19000 -3.13 2.38 3.07 0.57
H 20.83600 20.43600 8.93600 1.10 -1.74 0.22 0.03
H 18.51400 19.84700 7.08200 -1.99 1.57 -1.75 0.55
H 18.43500 18.98400 8.58200 1.94 0.08 -1.96 0.31
H 19.76900 18.88000 7.19500 2.22 -2.99 -1.50 0.26
H 20.17600 22.96400 5.53400 -1.83 0.88 -0.39 0.40
H 21.68500 22.36500 5.10000 2.12 -0.12 -3.22 0.11
H 21.67400 23.70900 6.35400 -0.53 -0.42 -1.31 0.01
O 27.22100 21.68500 9.08100 2.62 2.11 2.10 -0.47
C 28.10600 22.34100 9.70700 -1.39 -0.95 -0.72 0.76
O 27.82600 23.30300 10.64800 0.52 -1.52 -1.18 -0.32
C 26.42500 23.65600 10.92100 1.32 3.46 -2.76 0.80
C 26.42800 24.46000 12.19800 -2.40 3.36 -0.50 -1.44
C 29.64800 22.15200 9.41900 0.38 -0.65 1.88 -1.17
H 25.87000 22.76300 10.99600 -1.03 -0.80 -0.28 -0.09
H 26.13900 24.39600 9.98400 0.23 -2.21 2.25 -0.04
H 26.48700 23.79200 12.97800 0.28 -1.39 2.09 0.45
H 25.31400 25.01000 12.35000 3.02 -1.43 -0.58 0.25
H 27.22700 25.26600 12.35400 -1.14 -1.23 -0.74 0.34
H 29.71000 21.37300 8.62900 0.08 0.40 0.76 0.30
H 30.37800 21.85000 10.41300 -2.49 0.92 -2.83 0.24
H 30.03700 23.08800 8.98400 -0.14 -0.30 0.39 0.42
C 21.03100 16.58300 8.49900 1.81 2.05 3.80 -1.30
C 22.40800 17.16100 8.03000 3.67 5.77 0.73 0.79
O 22.97700 18.29800 8.51600 -3.77 -6.37 -2.09 -0.32
C 23.21500 16.50800 6.82300 -2.58 0.64 3.93 -1.69
H 21.05900 15.74400 9.23400 0.75 0.23 -0.82 0.39
H 20.39700 16.31300 7.74900 -1.41 -0.79 -2.45 0.48
H 20.47400 17.34100 9.14400 0.97 -0.49 -1.09 0.18
H 23.39500 15.57300 7.22100 -0.07 -2.79 0.38 0.61
H 24.17500 16.79700 6.62200 2.10 2.00 -0.37 0.45
H 22.60400 16.46400 6.00000 -1.39 -0.30 -2.10 0.43